A molecular structure, C14H15N3O3 at a distorted geometry, computed with ωB97M-V/def2-TZVPD.

The geometry in XYZ format:
```
35
Properties=species:S:1:pos:R:3
O 1.48750 1.94153 -0.50559
H 1.53832 1.79508 -1.47534
N 0.31751 1.05313 -0.13874
C -0.39501 1.80806 0.80836
C -1.31160 2.86653 -0.01695
H -0.68028 3.38270 -0.49102
H -1.75023 3.22738 0.95880
C -2.31964 1.86522 -0.94037
C -2.98598 0.87902 -0.04911
N -4.22482 0.47218 0.02107
O -4.41656 -0.57180 1.02805
N -3.23722 -0.49405 1.68177
C -2.33712 0.55533 1.18782
C -1.03951 0.54087 1.68038
O -0.92737 1.06258 2.89786
H -1.33680 0.33116 3.63707
C -0.04594 -0.49524 1.45417
H 0.26715 -1.11976 2.35110
H -0.80450 -1.36117 0.68636
C 1.11857 -0.16716 0.66775
C 1.72681 -1.05152 -0.46028
C 3.00650 -1.84885 -0.00711
C 3.42486 -2.71249 -0.93420
C 2.85241 -3.06887 -1.98998
C 1.44634 -2.39700 -2.66349
C 0.94508 -1.40134 -1.51523
H 0.16165 -0.79487 -1.70039
H 0.92623 -2.71563 -3.36163
H 3.32160 -3.70413 -2.71060
H 4.42158 -3.03049 -0.64211
H 3.38308 -1.46241 0.74699
H 1.87421 0.34936 1.16878
H -3.06259 2.45913 -1.31035
H -1.65061 1.40230 -1.56159
H 0.30635 2.40522 1.49775
```

Values from the calculation:
Energy relative to the best compared isomer or geometry (same formula, charge and spin), kJ/mol: 1547.89
Net charge: 0
Spin multiplicity: 1
Gap between HOMO and LUMO, eV: 8.530
Electronic energy, eV: -25358.810

Atom charges from the Löwdin analysis, given in e for atoms 1 to 6: atom 1 (O): -0.054, atom 2 (H): 0.103, atom 3 (N): -0.076, atom 4 (C): -0.223, atom 5 (C): 0.018, atom 6 (H): 0.012

***

A molecular structure, C53H88Cl3GeKN13O5Se, computed with ωB97M-V/def2-TZVPD.

The geometry in XYZ format:
```
165
Properties=species:S:1:pos:R:3
K 0.60421 -0.01198 0.91361
C -1.52872 -2.79914 2.74018
N -2.56281 -1.96926 3.32221
C -3.05212 -2.36195 4.61446
C -3.04927 -0.87697 2.63924
N -2.26264 -0.19195 1.91218
C -2.76090 0.59850 0.80439
C -2.00777 1.92828 0.64514
N -0.83533 1.81729 -0.22206
C -1.19514 1.54339 -1.61230
C -0.05382 0.92071 -2.41948
N 0.09818 -0.46165 -2.03750
C 0.32985 -1.42162 -2.84154
N 0.21684 -1.41429 -4.23616
C -0.84026 -0.71127 -4.91319
C 1.23426 -1.99208 -5.07841
N 0.77483 -2.63367 -2.32737
C 0.96366 -2.65118 -0.88807
C 0.15479 -3.86185 -2.80158
C 0.10440 2.95315 -0.18001
C 0.17987 3.73781 1.12172
N 0.74286 2.94169 2.19811
C 1.12362 3.48568 3.28715
N 0.84155 4.79524 3.75342
C 1.94907 5.73003 3.71234
C -0.45687 5.38188 3.51504
N 1.90748 2.78495 4.17816
C 2.12551 3.19759 5.53899
C 2.75771 1.70258 3.72152
N -4.41435 -0.63974 2.85105
C -5.37655 -1.71043 2.77931
C -4.93060 0.69006 3.02201
H -0.57537 -2.66882 3.25648
H -1.42112 -2.55011 1.68607
H -1.83034 -3.84897 2.80378
H -2.21548 -2.46007 5.31910
H -3.57033 -3.32965 4.58611
H -3.73981 -1.61236 5.00330
H -3.83249 0.80552 0.84919
H -2.61093 -0.03668 -0.07119
H -1.67093 2.23394 1.63605
H -2.71166 2.69678 0.27111
H -1.52849 2.47411 -2.11062
H -2.02659 0.84104 -1.64542
H 0.88562 1.43586 -2.18236
H -0.24334 1.10519 -3.48104
H -1.64173 -0.48696 -4.21265
H -1.25022 -1.34723 -5.70689
H -0.50549 0.22513 -5.38179
H 2.00141 -2.44959 -4.45848
H 1.70690 -1.22347 -5.70304
H 0.81288 -2.75215 -5.74766
H 1.65964 -1.86577 -0.60682
H 1.37720 -3.61832 -0.60156
H 0.00173 -2.50369 -0.38457
H -0.71298 -4.12834 -2.18575
H 0.87488 -4.68197 -2.74542
H -0.16042 -3.74978 -3.83301
H -0.16167 3.68031 -0.96832
H 1.10793 2.57270 -0.39317
H -0.81377 4.12605 1.35936
H 0.81057 4.61274 0.91011
H 2.88936 5.18767 3.79385
H 1.88610 6.44082 4.54205
H 1.96532 6.30222 2.77535
H -1.21379 4.59955 3.49376
H -0.51810 5.95447 2.58201
H -0.69311 6.06259 4.33916
H 3.12518 3.62884 5.68344
H 2.04757 2.32318 6.19341
H 1.38318 3.93264 5.84002
H 2.41959 1.38056 2.74701
H 2.69503 0.85973 4.41349
H 3.80364 2.02791 3.66105
H -4.87814 -2.62896 2.47578
H -6.14973 -1.48129 2.03670
H -5.88007 -1.88278 3.74033
H -4.10391 1.39353 3.10348
H -5.53128 0.75211 3.93972
H -5.57048 1.00664 2.18738
Cl 8.20842 2.31782 2.00093
C 6.56706 1.92336 1.52033
C 5.74075 2.93532 0.99561
C 4.46146 2.65467 0.61068
C 3.89636 1.33194 0.72428
O 2.73103 1.07206 0.34806
C 4.77107 0.33234 1.28247
C 4.33314 -1.02910 1.51318
O 3.21060 -1.49269 1.39654
C 6.08910 0.65076 1.65153
H 6.13879 3.93810 0.89683
H 3.82233 3.42805 0.20131
H 5.15493 -1.70185 1.85058
H 6.72611 -0.12913 2.05570
C 6.60705 1.83839 -3.27842
Ge 5.07436 1.99008 -4.47643
C 3.97136 3.51041 -3.93965
C 5.69892 2.21214 -6.32390
C 3.93341 0.40421 -4.32754
Se 3.63205 -0.00946 -2.43016
C 4.94738 -1.43404 -2.28304
H 7.18814 2.76069 -3.27226
H 7.26308 1.02138 -3.58093
H 6.25040 1.64555 -2.26598
H 4.55768 4.42598 -3.86197
H 3.53544 3.29564 -2.96238
H 3.16078 3.67366 -4.65077
H 6.37222 3.06555 -6.40712
H 4.85770 2.37208 -6.99875
H 6.23496 1.32033 -6.64960
H 4.33281 -0.47348 -4.83508
H 2.94456 0.61129 -4.73958
H 5.96154 -1.03799 -2.27056
H 4.81968 -2.13413 -3.10694
H 4.74107 -1.94534 -1.34418
Cl -1.95231 -4.59402 -6.01905
C -3.48023 -3.99154 -6.59157
C -3.79475 -4.18953 -7.92029
C -5.01985 -3.76618 -8.40975
C -5.92961 -3.21078 -7.52747
C -5.61172 -3.03934 -6.19072
Cl -6.89659 -2.52187 -5.14057
C -4.34148 -3.34998 -5.67755
N -3.96390 -3.12997 -4.38289
C -4.41229 -2.05681 -3.56491
C -4.61497 -0.80717 -4.13870
C -5.11795 0.23816 -3.38531
C -5.40317 0.02855 -2.04359
C -5.14722 -1.20621 -1.47027
C -4.64399 -2.27530 -2.20455
C -4.33881 -3.57881 -1.53680
C -3.03263 -3.64211 -0.65299
O -2.75016 -4.79284 -0.28567
O -2.44986 -2.57507 -0.37138
H -3.07115 -4.67347 -8.56086
H -5.27259 -3.89587 -9.45191
H -6.91987 -2.92901 -7.85571
H -3.13350 -3.61096 -4.07056
H -4.39899 -0.66950 -5.19232
H -5.27479 1.20765 -3.83989
H -5.81065 0.83235 -1.44307
H -5.33389 -1.36065 -0.41452
H -4.28178 -4.39148 -2.25923
H -5.13169 -3.83897 -0.83118
C -1.21000 1.33530 4.75098
N -0.36724 0.33052 5.36087
C -0.56394 0.09968 6.77541
C 0.63797 -0.60126 7.37171
C 0.93348 -1.83309 6.54193
N 1.13669 -1.45583 5.16003
C 1.90733 -2.37312 4.34294
C 0.40849 -0.46191 4.54972
O 0.47631 -0.26280 3.34869
H -0.93583 2.33100 5.11581
H -2.26049 1.14365 4.99715
H -1.08766 1.29034 3.67244
H -1.47147 -0.49859 6.94485
H -0.72407 1.06904 7.25665
H 0.44598 -0.86989 8.41136
H 1.50338 0.06542 7.33961
H 0.11206 -2.55908 6.63571
H 1.84269 -2.32814 6.89060
H 2.92329 -2.45205 4.73829
H 1.95902 -2.00770 3.32146
H 1.45513 -3.37002 4.34283
```

Values from the calculation:
Energy relative to the best compared isomer or geometry (same formula, charge and spin), kJ/mol: 0.00
Net charge: -1
Spin multiplicity: 1
Gap between HOMO and LUMO, eV: 6.674
Electronic energy, eV: -261756.291

Atom charges from the Löwdin analysis, given in e for atoms 1 to 6: atom 1 (K): 0.726, atom 2 (C): -0.026, atom 3 (N): -0.142, atom 4 (C): -0.076, atom 5 (C): -0.398, atom 6 (N): 0.106

***

A molecular structure, C10H7Cl3N4OPdS, computed with ωB97M-V/def2-TZVPD.

The geometry in XYZ format:
```
27
Properties=species:S:1:pos:R:3
Pd -0.68894 -0.52667 0.04740
N -2.32992 2.64964 2.44933
C -1.91335 1.83510 1.51803
S -2.22283 0.14265 1.64488
N -1.27840 2.46491 0.47087
N -0.88417 1.63315 -0.46728
C -0.52634 2.23752 -1.58381
C -0.11777 1.55725 -2.76985
C 0.33605 2.33581 -3.81394
C 0.74940 1.76875 -5.05540
C 0.68013 0.40323 -5.25423
C 0.19840 -0.41574 -4.24741
C -0.20427 0.11932 -2.96204
O -0.62735 -0.68007 -2.09600
H -2.82329 2.30793 3.26385
H -2.15509 3.64506 2.36780
H -0.58886 3.32369 -1.60679
H 0.38921 3.41126 -3.68633
H 1.10509 2.41594 -5.84553
H 0.98840 -0.02049 -6.20054
H 0.10818 -1.48700 -4.37506
Cl 2.34802 -5.22737 1.17733
C 0.64649 -4.85779 1.12193
Cl -0.16458 -5.30440 2.61586
Cl -0.13330 -5.60169 -0.27200
C 0.48889 -3.39540 0.96076
N 0.40087 -2.26032 0.83329
```

Values from the calculation:
Net charge: +2
Spin multiplicity: 5
Gap between HOMO and LUMO (alpha / beta), eV: 8.028 / 6.099
Electronic energy, eV: -70353.648

Atom charges from the Löwdin analysis, given in e for atoms 1 to 6: atom 1 (Pd): 0.796, atom 2 (N): 0.195, atom 3 (C): -0.751, atom 4 (S): 0.753, atom 5 (N): 0.080, atom 6 (N): -0.088